Record 1
Below is the ion C15H32N5O3 with charge +1, with properties calculated with the ωB97M-V functional and the def2-TZVPD basis.

Positions of all 55 atoms, in Å:
C -2.320 3.539 1.520
N -1.178 2.571 1.701
C -1.186 1.243 1.660
O -2.173 0.629 1.343
C 0.276 0.588 1.839
C 0.441 -0.929 2.317
C -0.668 -1.544 3.090
C -1.443 -2.806 2.652
C -2.502 -2.660 1.563
N -1.919 -2.158 0.299
N 1.162 0.750 0.698
C 0.759 0.504 -0.520
O -0.307 -0.041 -0.812
C 1.668 1.109 -1.623
C 1.555 0.412 -3.067
C 1.916 -0.991 -3.304
C 0.894 -2.000 -2.766
C 1.317 -2.651 -1.427
N 0.405 -3.648 -0.839
N 1.364 2.520 -1.739
C 1.410 3.455 -0.753
C 0.625 4.690 -1.042
O 1.892 3.306 0.404
H -3.324 3.118 1.592
H -2.371 4.168 2.380
H -2.183 4.183 0.622
H -0.281 3.017 1.904
H 0.608 1.195 2.608
H 1.424 -1.269 2.857
H 0.495 -1.409 1.412
H -1.459 -0.843 3.278
H -0.212 -1.704 4.025
H -2.048 -3.250 3.504
H -0.763 -3.618 2.191
H -3.288 -1.926 1.727
H -2.944 -3.658 1.460
H -2.626 -1.797 -0.317
H -1.459 -1.255 0.487
H -1.302 -2.860 -0.180
H 2.000 1.234 0.856
H 2.669 0.990 -1.181
H 2.233 1.050 -3.668
H 0.560 0.652 -3.589
H 1.896 -0.953 -4.356
H 2.955 -1.139 -3.003
H 0.806 -2.902 -3.385
H -0.086 -1.478 -2.761
H 1.352 -1.878 -0.668
H 2.432 -2.910 -1.391
H 0.142 -4.288 -1.580
H 0.864 -4.078 -0.039
H 0.719 2.887 -2.521
H 0.042 5.179 -0.146
H -0.114 4.334 -1.756
H 1.275 5.321 -1.559

The value obtained for the LUMO energy is -1.911 eV. Its HOMO-LUMO gap is 10.2 eV. Its total charge is +1. For the energy relative to the best compared isomer or geometry (same formula, charge and spin), the calculation gives 54.2 kcal per mole.

---

Record 2
Below is a cluster of 2 separate species, C7H15N2O3P in total, with properties calculated with the ωB97M-V functional and the def2-TZVPD basis.

Positions of all 28 atoms, in Å:
C 0.227 2.104 -0.043
C 2.135 -1.036 0.717
C -0.808 3.119 -0.024
C 1.802 -2.414 0.404
C -1.777 -1.304 1.288
C -3.047 0.156 -0.893
C 2.509 1.207 -0.299
N 1.464 2.130 -0.132
N 2.049 -0.154 -0.339
O 2.455 -0.582 1.803
O -0.743 -1.127 -1.251
O 1.837 -0.651 -1.647
P -1.329 -0.270 -0.186
H -0.283 3.948 -0.423
H -1.622 2.661 -0.653
H -1.221 3.263 0.995
H 2.490 -2.856 -0.354
H 1.855 -3.002 1.285
H 0.892 -2.497 0.000
H -2.215 -2.355 0.966
H -1.102 -1.575 2.110
H -2.570 -0.702 1.958
H -3.885 0.244 -0.069
H -2.973 1.029 -1.487
H -3.252 -0.864 -1.479
H 3.015 1.443 -1.200
H 3.180 1.103 0.521
H 0.916 -1.017 -1.566

The value obtained for the LUMO energy (spin up / spin down) is -0.600 / -0.605 eV. Its HOMO-LUMO gap (spin up / spin down) is 7.3 / 7.3 eV. For the energy relative to the best compared isomer or geometry (same formula, charge and spin), the calculation gives 78.8 kcal per mole.

---

- What is the formula in the first record?
  C15H32N5O3